[1]
A molecular structure, C19H35EuN7. Source: OMol25; level of theory: wB97M-V/def2-TZVPD.

As for the LUMO energy (spin up / spin down): -0.371 / -0.359 hartree. The value obtained for the maximum force is 0.529 eV/A. As for the net charge: +3. Its multiplicity is 7. For the molecular weight, the calculation gives 513.50 g mol⁻¹. The calculation puts the HOMO-LUMO gap (spin up / spin down) at 8.759 / 9.101 eV.

Geometry (Å):
1 Eu 0.36 0.49 0.82
2 C 4.87 -0.62 0.10
3 C 3.38 -0.57 0.18
4 N 2.70 0.51 0.33
5 C 3.29 1.86 0.39
6 C 2.48 2.82 -0.49
7 N 1.02 2.53 -0.44
8 C 0.10 3.61 0.02
9 C -1.18 3.01 0.62
10 N -1.57 1.76 -0.08
11 C -2.64 0.96 0.57
12 C -2.67 -0.46 0.01
13 N -1.32 -1.05 0.12
14 C -1.07 -2.28 -0.13
15 C -2.14 -3.26 -0.48
16 C 0.38 -2.66 -0.08
17 C 0.85 -3.96 -0.23
18 C 2.22 -4.17 -0.24
19 C 3.09 -3.10 -0.10
20 C 2.56 -1.83 0.06
21 N 1.23 -1.64 0.07
22 H 5.32 0.01 0.88
23 H 5.21 -0.24 -0.86
24 H 5.27 -1.62 0.22
25 H 4.33 1.88 0.06
26 H 3.28 2.19 1.43
27 H 2.81 2.71 -1.52
28 H 2.68 3.84 -0.20
29 H 0.74 2.31 -1.40
30 H -0.14 4.28 -0.81
31 H 0.60 4.21 0.78
32 H -1.99 3.75 0.61
33 H -1.02 2.75 1.68
34 H -1.85 1.97 -1.04
35 H -3.62 1.43 0.48
36 H -2.42 0.93 1.65
37 H -2.96 -0.45 -1.04
38 H -3.42 -1.05 0.54
39 H -2.65 -2.93 -1.39
40 H -2.89 -3.31 0.31
41 H -1.76 -4.26 -0.66
42 H 0.18 -4.79 -0.36
43 H 2.62 -5.17 -0.36
44 H 4.16 -3.26 -0.13
45 C -1.15 0.95 4.68
46 C 0.32 1.31 4.56
47 C 0.51 2.81 4.44
48 C 1.14 0.75 5.72
49 N 0.85 0.74 3.25
50 N 0.80 -0.70 3.10
51 H -1.59 1.52 5.51
52 H -1.32 -0.10 4.91
53 H -1.71 1.22 3.78
54 H 0.32 3.29 5.40
55 H -0.17 3.26 3.72
56 H 1.54 3.07 4.17
57 H 0.75 1.14 6.66
58 H 2.19 1.04 5.65
59 H 1.07 -0.34 5.79
60 H 1.84 0.97 3.25
61 H -0.07 -1.02 3.52
62 H 1.55 -1.15 3.61

Atomic partial charges in e from the Mulliken method, atoms 1 to 2: 1.557 -1.842

=====

[2]
C3H4N2O in the gas phase in a non-equilibrium geometry. Source: OMol25; level of theory: wB97M-V/def2-TZVPD.

As for the LUMO energy: 0.026 hartree. The value obtained for the maximum force is 5.700 eV/A. As for the SMILES: Oc1ccn[nH]1. For the molecular weight, the calculation gives 84.08 g mol⁻¹. The value obtained for the energy above the lowest of the compared OMol25 structures with the same formula, charge and spin is 84.99 kcal/mol. The calculation puts the HOMO-LUMO gap at 9.676 eV.

Geometry (Å):
1 O -2.08 0.13 0.37
2 C -0.76 0.02 0.15
3 C 0.27 0.83 0.64
4 C 1.45 0.05 0.05
5 N 1.09 -1.07 -0.58
6 N -0.25 -1.08 -0.42
7 H -2.25 0.98 0.79
8 H 0.81 1.61 -0.24
9 H 2.51 0.37 0.04
10 H -0.79 -1.85 -0.79

Atomic partial charges in e from the Mulliken method, atoms 1 to 2: -0.477 0.517

=====

[3]
A molecular structure, C18H14BrMoN2O8S2 in a non-equilibrium geometry. Source: OMol25; level of theory: wB97M-V/def2-TZVPD.

As for the LUMO energy: -0.458 hartree. The value obtained for the maximum force is 1.017 eV/A. As for the net charge: +3. For the molecular weight, the calculation gives 626.29 g mol⁻¹. The value obtained for the energy above the lowest of the compared OMol25 structures with the same formula, charge and spin is 21.60 kcal/mol. The calculation puts the HOMO-LUMO gap at 5.722 eV.

Geometry (Å):
1 Mo -0.81 -0.11 -0.50
2 Br 1.54 -3.10 -0.10
3 C -0.25 -3.36 0.36
4 C -0.64 -4.58 0.91
5 C -1.98 -4.79 1.20
6 C -2.90 -3.78 0.91
7 C -2.42 -2.61 0.38
8 N -1.11 -2.37 0.11
9 C -3.34 -1.52 0.03
10 O -4.49 -1.37 0.16
11 O -2.55 -0.43 -0.64
12 H 0.10 -5.34 1.10
13 H -2.30 -5.73 1.62
14 H -3.96 -3.90 1.10
15 O -1.50 4.47 0.25
16 S -1.56 3.36 1.11
17 O -2.66 2.53 1.36
18 O -0.81 1.55 -0.71
19 C -0.13 3.09 2.02
20 C 0.52 4.30 2.31
21 C 1.55 4.33 3.24
22 C 1.93 3.17 3.88
23 C 1.32 1.94 3.54
24 C 0.30 1.87 2.62
25 S -0.14 0.21 2.20
26 O 0.17 -0.64 3.27
27 O 0.64 -0.11 0.90
28 O -1.50 0.15 1.60
29 H 0.19 5.22 1.84
30 H 2.03 5.27 3.47
31 H 2.71 3.18 4.63
32 H 1.68 1.04 4.01
33 N -0.69 -0.60 -2.59
34 C 0.64 -0.27 -3.13
35 C 1.65 -0.17 -2.20
36 C 2.96 0.08 -2.60
37 C 3.20 0.25 -3.96
38 C 2.16 0.18 -4.88
39 C 0.86 -0.08 -4.48
40 H -1.41 -0.04 -3.07
41 H -0.93 -1.58 -2.78
42 H 1.52 -0.42 -1.14
43 H 3.76 0.13 -1.88
44 H 4.21 0.43 -4.30
45 H 2.37 0.32 -5.94
46 H 0.06 -0.15 -5.20

Atomic partial charges in e from the Mulliken method, atoms 1 to 2: 1.325 0.091

=====

[4]
A molecular structure, C8H9CeN6O4S in a non-equilibrium geometry. Source: OMol25; level of theory: wB97M-V/def2-TZVPD.

As for the LUMO energy: -0.223 hartree. The value obtained for the maximum force is 6.123 eV/A. As for the net charge: +1. For the molecular weight, the calculation gives 425.38 g mol⁻¹. The value obtained for the energy above the lowest of the compared OMol25 structures with the same formula, charge and spin is 27.17 kcal/mol. The calculation puts the HOMO-LUMO gap at 5.762 eV.

Geometry (Å):
1 Ce 1.22 0.46 0.84
2 C 1.45 -0.87 -3.50
3 C 1.14 -0.88 -2.04
4 N 0.49 0.08 -1.45
5 N 0.00 1.08 -2.21
6 C -0.58 2.08 -1.58
7 N -1.21 2.96 -2.37
8 S -0.62 2.43 0.12
9 C 1.56 -2.00 -1.19
10 C 2.39 -3.01 -1.66
11 C 2.77 -4.04 -0.81
12 C 2.28 -4.04 0.49
13 C 1.47 -3.00 0.89
14 N 1.13 -1.99 0.09
15 H 0.91 -0.05 -3.97
16 H 1.17 -1.81 -3.98
17 H 2.52 -0.72 -3.64
18 H -1.21 2.81 -3.37
19 H -1.62 3.78 -1.98
20 H 2.75 -2.99 -2.68
21 H 3.43 -4.82 -1.15
22 H 2.53 -4.84 1.18
23 H 1.06 -2.97 1.89
24 O 3.26 -0.18 0.24
25 N 3.32 0.83 -0.51
26 O 2.69 1.82 -0.07
27 O 2.05 0.54 2.83
28 N 1.39 -0.52 3.00
29 O 0.23 -0.48 2.51

Atomic partial charges in e from the Mulliken method, atoms 1 to 2: 0.895 -1.539